Here is a structure of composition C56H117InN6O8 from OMol25. Energies are from the ωB97M-V functional and the def2-TZVPD basis.

```
188
Properties=species:S:1:pos:R:3
In -2.657 19.646 -13.845
O -4.291 13.431 -14.872
O -5.652 26.460 -18.404
O -3.089 19.791 -25.270
O -0.237 17.582 -16.942
O -10.143 16.281 -17.396
O -3.272 17.532 -16.296
O -4.854 19.043 -15.794
O -4.647 22.001 -14.111
N -10.322 17.275 -18.371
N 0.449 17.078 -17.968
N -2.846 20.000 -23.977
N -4.776 22.277 -12.780
N -5.689 13.083 -15.226
N -5.956 25.136 -18.389
C -2.787 23.844 -12.606
C 0.544 16.406 -20.456
C -7.739 13.640 -16.483
C -10.473 15.721 -20.345
C -4.599 21.815 -24.270
C -11.250 18.790 -16.707
C -5.072 24.818 -12.761
C -5.889 10.962 -14.065
C -4.294 18.269 -16.660
C -8.388 25.871 -18.096
C -8.787 18.774 -16.988
C -4.272 23.628 -10.600
C -2.058 22.325 -24.513
C -3.804 20.730 -21.287
C -10.080 18.619 -17.756
C -6.056 21.917 -10.671
C -4.816 18.281 -18.092
C 2.780 18.149 -17.596
C -1.637 16.928 -19.332
C -7.186 24.991 -17.523
C -10.321 19.694 -18.816
C -8.296 16.693 -19.709
C -4.737 18.418 -23.297
C -6.200 14.117 -16.171
C 2.162 16.139 -16.394
C -6.183 20.104 -12.401
C -5.339 14.211 -17.542
C -6.044 21.688 -12.216
C -5.185 22.733 -18.318
C -4.060 24.545 -16.973
C -6.253 15.504 -15.524
C -7.118 25.445 -16.014
C -5.838 11.629 -15.419
C 2.101 16.271 -20.317
C -3.039 21.753 -22.242
C -7.268 22.405 -12.756
C -7.265 11.277 -15.912
C -4.273 23.613 -12.229
C 2.467 15.948 -18.864
C -2.257 17.637 -23.302
C -9.812 16.931 -19.694
C 1.905 16.876 -17.776
C 0.044 18.780 -19.775
C -10.125 18.181 -20.620
C -9.707 19.526 -20.169
C -4.780 24.250 -18.224
C -3.814 24.419 -19.373
C -0.113 17.290 -19.376
C -4.856 10.938 -16.443
C -7.547 23.457 -17.706
C -3.178 19.350 -21.632
C -5.675 23.280 -10.106
C -3.187 21.473 -23.791
C -8.014 12.170 -16.948
C -6.503 22.516 -17.431
C -3.316 18.846 -23.114
H -2.134 17.439 -18.507
H -4.802 25.652 -12.112
H -8.091 21.804 -12.370
H -4.976 22.772 -23.909
H 3.581 18.037 -16.865
H -6.242 22.618 -16.378
H -0.648 19.414 -19.221
H -4.418 24.371 -20.279
H -3.832 11.268 -16.265
H -4.959 11.006 -13.499
H -11.381 19.806 -19.041
H 2.371 15.450 -20.981
H -6.818 21.484 -17.582
H -2.157 23.288 -24.011
H -6.700 16.212 -16.221
H -1.185 17.837 -23.300
H -2.254 19.738 -25.741
H -7.634 12.194 -17.969
H -4.795 9.851 -16.388
H -9.104 25.977 -17.281
H -6.154 9.912 -14.188
H -1.698 15.895 -18.989
H -6.492 23.937 -10.403
H -5.290 19.521 -12.174
H -10.038 20.662 -18.403
H -11.421 18.034 -15.941
H -10.331 15.729 -21.426
H -5.323 18.812 -22.467
H -7.801 17.641 -19.924
H 3.204 15.877 -16.208
H 0.203 15.372 -20.409
H -4.587 21.869 -25.359
H -2.153 22.262 -25.597
H -5.457 21.177 -10.142
H -3.121 25.259 -19.390
H -8.732 19.774 -16.557
H -4.108 25.589 -16.665
H -4.887 20.797 -21.393
H -11.544 15.668 -20.151
H -9.845 17.974 -21.652
H -6.624 11.211 -13.299
H -7.047 19.669 -11.899
H -10.093 14.789 -19.927
H -5.334 21.067 -23.977
H -8.312 23.170 -16.985
H -7.926 11.317 -15.046
H -5.234 15.849 -15.349
H -8.120 16.082 -20.594
H -5.908 23.287 -9.041
H -1.980 21.610 -22.024
H -8.398 13.812 -15.632
H 2.406 14.894 -18.593
H 0.048 18.496 -16.867
H -6.284 19.968 -13.477
H -6.816 15.329 -14.607
H -6.152 24.666 -12.778
H -5.320 22.566 -14.500
H -4.580 23.923 -16.244
H 1.505 15.272 -16.466
H -7.776 24.820 -15.411
H -7.965 18.759 -17.704
H 3.521 16.222 -18.916
H -7.579 23.312 -12.238
H -7.793 23.178 -18.731
H 2.222 18.846 -16.972
H -3.411 22.744 -21.984
H -11.032 16.242 -17.037
H -2.210 17.140 -20.235
H -5.959 14.567 -18.365
H -5.165 19.260 -18.418
H -2.204 23.016 -12.203
H -3.643 18.692 -20.898
H -5.161 18.752 -24.244
H -4.858 17.339 -23.394
H -2.531 17.030 -24.165
H -8.633 18.037 -16.201
H -6.957 21.536 -10.189
H 2.919 18.629 -18.565
H -7.298 26.517 -15.926
H -4.333 17.640 -18.829
H -4.359 22.093 -18.009
H -5.386 22.661 -19.387
H 2.593 17.144 -20.743
H -2.121 19.354 -21.364
H -3.531 20.942 -20.253
H -4.569 14.977 -17.446
H 1.091 19.031 -19.606
H -0.244 18.811 -20.826
H 0.292 16.743 -21.461
H -1.060 22.064 -24.163
H -8.623 19.603 -20.254
H -7.980 14.195 -17.389
H -6.095 25.253 -15.692
H -3.833 24.535 -10.184
H -9.091 12.001 -16.947
H -4.725 25.145 -13.741
H -5.104 11.016 -17.502
H -11.163 19.748 -16.195
H -2.262 17.013 -22.409
H 1.882 16.719 -15.515
H -3.057 24.118 -16.978
H -7.362 10.234 -16.214
H -5.754 17.728 -18.155
H -3.146 23.567 -19.497
H -8.232 26.817 -18.615
H -8.848 25.279 -18.888
H -2.483 24.726 -12.044
H -3.596 22.842 -10.262
H -10.050 20.302 -20.854
H -7.970 16.171 -18.809
H -4.978 13.274 -17.966
H -11.212 18.139 -20.681
H -7.353 22.573 -13.830
H -2.714 23.795 -13.693
H -4.394 13.782 -13.985
H -5.621 26.725 -19.326
H -12.217 18.794 -17.211
```

As for the LUMO energy (alpha / beta): -3.1 / -6.1 eV. For the HOMO energy (alpha / beta), the calculation gives -9.373 / -9.373 eV. The net charge is +1. As for the max |F|: 4.54 eV/A. Its expectation value of S² is 0.755. As for the spin multiplicity: 2.


Here is a cluster of 4 separate species, C46H104N11O6P4S in total from OMol25. Energies are from the ωB97M-V functional and the def2-TZVPD basis.

```
172
Properties=species:S:1:pos:R:3
S -6.942 8.887 1.751
P -5.581 8.170 0.602
P -4.267 -5.447 -3.620
P 2.708 -5.522 2.524
P 8.798 1.655 0.880
O -6.196 7.509 -0.795
O -8.186 6.527 -1.055
O 7.401 1.576 0.298
O -3.797 -4.799 -2.332
O 3.725 -4.415 2.336
O -4.065 -0.004 -1.011
N -5.316 -6.614 -2.888
N -4.826 -5.733 -5.217
N 1.767 -5.142 1.113
N -6.206 2.965 1.699
N 1.867 -6.992 2.826
N 9.090 3.317 0.484
N -4.954 2.883 4.486
N -2.704 -6.114 -4.044
N 10.176 1.506 1.893
N 9.518 0.549 -0.271
N 2.029 -4.842 3.992
C -6.473 1.116 4.991
C 3.649 0.679 0.793
C -6.318 3.960 -0.456
C 10.282 1.016 -1.414
C 8.236 4.275 1.184
C -2.693 -1.921 -1.493
C -4.275 5.609 -2.214
C -6.702 5.172 0.137
C -2.368 -7.507 -3.802
C -1.433 5.107 -0.809
C -2.862 5.929 -2.768
C 0.038 5.090 -0.409
C 3.236 3.854 1.545
C -6.568 4.119 2.256
C -5.972 1.749 2.510
C -4.692 4.147 -2.382
C 2.786 5.175 0.889
C 10.314 3.933 0.027
C -5.545 -7.989 -3.271
C 2.177 0.203 0.852
C -7.063 6.443 -0.620
C 3.000 -4.112 4.811
C -6.178 -5.267 -5.521
C -6.188 3.910 -1.973
C 3.809 1.957 -0.096
C 0.490 6.276 0.483
C -6.476 -6.049 -2.199
C 0.806 -4.061 3.985
C -1.870 6.323 -1.662
C 8.598 -0.481 -0.759
C 2.453 -5.370 -0.159
C 11.490 0.981 1.588
C -4.264 -6.573 -6.255
C -5.708 1.536 -0.289
C 10.118 2.214 3.171
C -1.570 -5.312 -3.578
C 1.496 5.735 1.530
C 2.126 -8.087 1.892
C -6.077 2.849 0.356
C -5.729 2.000 4.006
C -4.202 1.189 -0.254
C -6.816 5.229 1.526
C 0.333 -5.157 0.951
C 0.761 -7.255 3.721
C -3.110 -0.887 -0.437
C 4.358 3.152 0.716
H 11.068 4.051 0.821
H 9.162 -1.317 -1.181
H 11.445 0.044 1.040
H 10.108 4.931 -0.366
H 3.630 5.866 1.018
H -2.963 -8.186 -4.413
H -1.605 4.204 -1.420
H 1.935 -0.341 -0.068
H 2.563 -6.439 -0.384
H 1.502 1.048 1.030
H 1.920 -4.907 -0.991
H 4.000 0.892 1.809
H 12.093 1.704 1.032
H -6.243 0.725 0.226
H 8.298 5.269 0.737
H 0.910 -6.815 4.703
H -6.269 -4.950 -6.561
H 2.069 -9.058 2.386
H -5.123 1.168 2.149
H 1.796 6.538 2.217
H -6.317 0.075 4.672
H -6.855 1.104 2.428
H 9.704 1.688 -2.064
H -6.970 -6.790 -1.570
H -2.218 -0.378 -0.040
H 1.040 4.949 2.148
H 3.647 4.025 2.548
H -4.305 5.917 -1.160
H -0.672 -5.569 -4.144
H -6.062 1.270 5.988
H -4.493 -7.628 -6.085
H -4.677 -6.307 -7.231
H -7.141 6.154 1.998
H -4.751 9.207 0.137
H -2.955 6.759 -3.478
H 4.269 -0.096 0.333
H -0.064 -4.658 3.712
H -3.190 -6.443 -6.356
H -6.759 4.730 -2.423
H -6.699 4.202 3.329
H 2.398 3.145 1.602
H 3.951 -4.638 4.860
H -3.600 -2.136 -2.071
H -0.090 -6.172 0.885
H 0.659 -8.329 3.902
H 10.775 3.406 -0.803
H -1.340 -7.706 -4.114
H -6.158 -8.094 -4.179
H -0.973 6.713 -2.164
H 4.746 3.896 0.007
H 7.984 -0.878 0.047
H -6.026 1.463 -1.327
H -3.523 -1.474 0.402
H 0.578 -3.710 4.995
H 0.717 5.031 -1.267
H 11.208 1.509 -1.119
H 4.510 1.710 -0.899
H 3.132 -8.008 1.477
H -2.394 -2.872 -1.051
H -0.343 6.719 1.045
H -6.925 -6.049 -5.338
H 3.450 -4.926 -0.144
H -7.553 1.308 4.973
H 12.035 0.749 2.508
H 0.868 -3.184 3.325
H -3.787 1.045 0.751
H 2.082 -0.489 1.700
H -2.465 -7.789 -2.745
H -0.188 -6.909 3.301
H -2.246 7.140 -1.031
H 1.033 7.051 -0.070
H 8.500 4.367 2.246
H -1.357 -5.480 -2.515
H -4.534 3.421 3.719
H -4.810 7.143 1.191
H -7.222 -5.653 -2.901
H 7.929 -0.099 -1.540
H -4.992 6.266 -2.724
H 10.664 1.680 3.950
H 3.187 -3.103 4.426
H 2.829 2.250 -0.501
H -2.109 5.000 0.055
H 2.704 4.986 -0.189
H -1.752 -4.248 -3.723
H -6.172 -5.234 -1.538
H 0.053 -4.637 0.033
H -4.555 3.885 -3.436
H -2.456 5.068 -3.313
H 10.538 3.224 3.092
H 5.150 2.794 1.380
H 2.629 -4.016 5.835
H -6.067 -8.518 -2.472
H -0.192 -4.622 1.737
H -4.066 3.562 -1.702
H -4.627 -8.551 -3.413
H 0.211 4.177 0.180
H 7.189 3.973 1.124
H -6.433 -4.401 -4.908
H -6.576 2.987 -2.406
H 9.087 2.299 3.517
H 10.616 0.167 -2.016
H 1.410 -8.086 1.061
H -3.612 1.947 -0.787
H -1.949 -1.530 -2.193
```

As for the LUMO energy: -4.1 eV. For the HOMO energy, the calculation gives -9.049 eV. The net charge is +1. As for the max |F|: 7.50 eV/A.


The records above yield E_tot values of -3323.73885; -4632.00122 Eh, respectively.
The records above yield ΔE to the lowest compared entry with this formula, charge and spin values of 159.5; 0.0 kJ/mol, respectively.